(1)
ORCA calculation (wB97M-V/def2-TZVPD) on a 6-piece molecular cluster, C42H72BrFN2O16Si2 overall.

```
136
Properties=species:S:1:pos:R:3:mulliken_charge:R:1
C -4.147 -0.881 -4.974 -1.56
C -2.829 -1.318 -4.301 1.36
C -1.628 -0.575 -4.863 -1.62
C -0.222 -1.131 -4.549 1.64
C 0.802 -0.067 -5.004 -1.79
Si 0.167 -1.629 -2.758 -0.51
C 1.893 -1.037 -2.298 -1.23
C 2.422 -1.714 -1.018 -0.05
C 2.152 -1.027 0.301 0.53
C 1.538 0.212 0.434 -0.02
C 1.311 0.766 1.686 -0.81
C 1.693 0.094 2.832 -0.65
C 2.325 -1.137 2.714 -0.68
C 2.551 -1.683 1.463 -0.66
O 0.285 -3.290 -2.511 -1.12
Si -0.747 -4.522 -2.830 0.94
Br -0.832 -4.943 -5.023 -0.38
C 0.096 -6.034 -2.080 -0.92
C 1.000 -5.630 -0.950 0.77
N 1.122 -6.236 0.156 -0.79
C -2.475 -4.371 -2.143 -0.42
C -2.556 -4.865 -0.702 -0.48
F -3.590 -4.217 -0.034 -0.37
C -0.964 -0.874 -1.479 0.52
C -1.287 -1.573 -0.313 -0.42
C -2.077 -0.971 0.653 -1.50
C -2.518 0.325 0.419 0.15
N -2.212 1.029 -0.668 -0.32
C -1.453 0.429 -1.584 -0.15
H -4.774 -1.736 -5.217 0.39
H -4.715 -0.223 -4.319 0.35
H -3.954 -0.327 -5.892 0.36
H -2.947 -1.123 -3.237 -0.27
H -2.716 -2.391 -4.454 -0.22
H -1.736 -0.608 -5.952 0.61
H -1.698 0.486 -4.608 0.26
H -0.079 -1.974 -5.228 0.49
H 0.511 0.271 -6.000 0.54
H 1.796 -0.497 -5.108 0.35
H 0.832 0.792 -4.335 0.31
H 2.587 -1.288 -3.103 0.64
H 1.906 0.047 -2.182 0.76
H 2.070 -2.745 -0.964 -0.85
H 3.509 -1.783 -1.111 0.64
H 1.209 0.760 -0.438 0.21
H 0.819 1.726 1.760 0.56
H 1.505 0.532 3.802 0.40
H 2.647 -1.673 3.596 0.42
H 3.046 -2.644 1.377 0.47
H 0.724 -6.460 -2.867 0.44
H -0.620 -6.780 -1.739 0.63
H 1.630 -4.755 -1.089 -0.36
H 0.496 -7.042 0.200 0.27
H -3.114 -4.996 -2.771 0.57
H -2.885 -3.365 -2.184 0.20
H -2.748 -5.938 -0.666 0.34
H -1.638 -4.688 -0.137 0.23
H -0.916 -2.577 -0.149 0.77
H -2.355 -1.483 1.562 0.49
H -3.149 0.811 1.152 0.19
H -1.201 1.027 -2.453 0.38
C 2.608 -3.502 -5.506 -0.67
C 3.798 -4.003 -4.718 0.04
O 4.410 -5.144 -5.345 -0.37
C 5.220 -4.867 -6.365 0.72
O 5.496 -3.772 -6.778 -0.56
O 5.687 -6.020 -6.845 -0.36
C 6.554 -5.881 -7.975 -0.67
H 1.900 -4.311 -5.686 0.26
H 2.103 -2.711 -4.950 -0.20
H 2.915 -3.102 -6.473 0.53
H 3.489 -4.359 -3.736 -0.06
H 4.543 -3.223 -4.568 0.38
H 7.360 -5.183 -7.760 0.30
H 5.993 -5.539 -8.843 0.30
H 6.958 -6.871 -8.162 0.23
C -5.333 3.451 0.242 -1.13
C -4.105 3.523 1.121 -0.10
O -3.999 4.798 1.781 -0.31
C -4.766 4.955 2.857 0.66
O -5.503 4.134 3.336 -0.59
O -4.560 6.186 3.329 -0.24
C -5.352 6.523 4.473 -0.65
H -5.341 4.281 -0.464 0.32
H -5.336 2.514 -0.316 0.33
H -6.244 3.504 0.839 0.32
H -3.205 3.428 0.516 0.29
H -4.100 2.728 1.865 0.32
H -5.247 5.772 5.252 0.25
H -6.399 6.624 4.190 0.33
H -4.981 7.478 4.832 0.22
C -1.886 7.983 2.318 -0.97
C -1.100 6.695 2.395 0.13
O 0.130 6.769 1.648 -0.36
C 1.132 7.392 2.258 0.75
O 1.116 7.859 3.368 -0.56
O 2.180 7.401 1.431 -0.35
C 3.332 8.072 1.946 -0.65
H -2.056 8.264 1.278 0.30
H -2.849 7.856 2.807 0.14
H -1.351 8.799 2.804 0.39
H -1.658 5.882 1.938 0.04
H -0.883 6.421 3.427 0.32
H 3.602 7.684 2.925 0.30
H 3.149 9.144 2.013 0.29
H 4.131 7.879 1.236 0.22
C -5.717 3.236 8.288 -0.98
C -5.958 3.888 9.630 -0.21
O -4.749 3.974 10.404 -0.35
C -3.935 4.974 10.069 0.79
O -4.138 5.802 9.219 -0.56
O -2.856 4.909 10.847 -0.34
C -1.869 5.909 10.575 -0.63
H -5.242 2.263 8.414 0.30
H -6.660 3.099 7.759 0.36
H -5.063 3.852 7.671 0.21
H -6.637 3.291 10.236 0.29
H -6.390 4.882 9.519 0.32
H -2.310 6.902 10.591 0.30
H -1.403 5.728 9.608 0.29
H -1.129 5.817 11.365 0.22
C 5.053 -6.293 -2.267 -1.32
C 4.553 -5.636 -0.998 0.77
O 5.631 -5.089 -0.222 -0.40
C 6.073 -3.907 -0.642 0.77
O 5.624 -3.265 -1.560 -0.50
O 7.084 -3.535 0.140 -0.38
C 7.677 -2.282 -0.213 -0.62
H 5.806 -7.046 -2.030 0.40
H 4.229 -6.777 -2.793 0.38
H 5.504 -5.563 -2.937 0.24
H 4.070 -6.364 -0.351 0.42
H 3.832 -4.848 -1.214 -0.48
H 6.922 -1.502 -0.281 0.27
H 8.206 -2.366 -1.161 0.29
H 8.379 -2.051 0.582 0.24
```

Calculated values
LUMO in eV: 0.41
Largest force on an atom in eV/A: 1.13
SMILES: [H]/N=C\C[Si@@](Br)(CCF)O[Si@](CCc1ccccc1)(c1cccnc1)[C@H](C)CCC.CCOC(=O)OC.CCOC(=O)OC.CCOC(=O)OC.CCOC(=O)OC.CCOC(=O)OC
Highest occupied orbital energy in eV: -8.8
M in g/mol: 1016.11
Gap between HOMO and LUMO in eV: 9.251

=====

(2)
ORCA calculation (wB97M-V/def2-TZVPD) on C42H72F17INO17P2S as an isolated structure.

```
153
Properties=species:S:1:pos:R:3:mulliken_charge:R:1
C 6.695 -4.433 2.874 -0.71
C 6.542 -3.520 4.100 -0.88
C 5.198 -2.861 4.244 0.25
O 4.729 -2.628 5.341 -0.61
O 4.504 -2.528 3.128 0.82
C 5.178 -1.650 2.239 -1.97
C 4.508 -1.445 0.885 -1.38
C 2.973 -1.312 0.781 1.81
C 2.762 -0.334 -0.413 -0.47
F 3.156 0.939 -0.106 -0.40
F 1.456 -0.252 -0.724 -0.04
C 3.507 -0.726 -1.728 1.49
F 4.708 -0.081 -1.753 -0.35
F 3.704 -2.039 -1.868 -0.28
C 2.783 -0.245 -3.014 0.44
F 1.701 -0.994 -3.274 -0.21
F 2.392 1.039 -2.874 -0.43
C 3.709 -0.295 -4.278 0.62
F 4.674 -1.226 -4.229 -0.27
F 4.341 0.899 -4.363 -0.34
C 2.931 -0.447 -5.615 0.47
F 3.762 -0.023 -6.603 -0.38
F 1.882 0.398 -5.614 -0.29
C 2.447 -1.896 -5.965 0.85
F 1.103 -1.841 -6.101 -0.34
F 2.704 -2.788 -5.002 -0.24
C 2.952 -2.457 -7.326 0.42
F 2.326 -3.649 -7.470 -0.30
F 2.553 -1.677 -8.354 -0.28
C 4.487 -2.725 -7.462 0.72
F 4.651 -3.818 -8.239 -0.27
F 5.064 -2.963 -6.281 -0.22
F 5.109 -1.705 -8.072 -0.25
O 2.293 -2.435 0.326 -0.39
P 1.220 -3.250 1.412 0.38
O 0.840 -4.287 0.143 -0.58
C 2.663 -4.412 1.913 -0.04
C 2.635 -5.888 1.457 -0.80
C 3.357 -6.136 0.161 -0.30
N 4.797 -6.027 0.171 -0.54
O 2.791 -6.397 -0.869 -0.46
P -0.649 -2.023 0.572 1.06
S -1.008 -2.257 -1.384 -0.64
C -0.035 -3.964 2.730 -0.91
I -0.775 -2.301 3.960 0.07
C 0.515 -5.004 3.730 -0.40
C 1.349 -4.499 4.919 -1.30
O 1.595 -2.052 2.577 -0.45
C 2.283 -0.913 2.110 2.03
C 1.458 0.387 2.167 -1.48
C 2.199 1.433 2.970 -1.08
O 2.232 1.059 4.363 -0.33
C 3.480 1.133 4.894 0.22
O 4.068 2.161 5.118 -0.54
H 7.057 -3.894 2.010 0.34
H 7.442 -5.192 3.085 0.46
H 5.765 -4.942 2.648 -0.12
H 7.271 -2.717 3.990 0.28
H 6.817 -4.021 5.013 0.44
H 6.184 -2.018 2.052 0.74
H 5.315 -0.686 2.731 0.42
H 4.946 -0.510 0.545 0.75
H 4.879 -2.195 0.195 0.21
H 0.210 -4.954 0.414 0.39
H 3.550 -4.006 1.446 -0.16
H 2.894 -4.370 2.969 0.16
H 3.236 -6.425 2.203 0.42
H 1.671 -6.377 1.469 0.65
H 5.203 -6.537 0.942 0.35
H 5.097 -5.064 0.178 0.27
H -0.488 -0.629 0.715 -0.26
H -1.845 -2.450 1.175 -0.11
H -0.892 -4.424 2.252 0.88
H -0.365 -5.453 4.193 0.46
H 1.035 -5.829 3.258 0.10
H 0.739 -4.319 5.791 0.38
H 1.984 -3.660 4.665 0.23
H 2.021 -5.315 5.191 0.40
H 2.979 -0.763 2.934 -0.55
H 1.229 0.855 1.219 -0.19
H 0.513 0.241 2.676 0.21
H 1.632 2.358 2.892 0.64
H 3.180 1.652 2.557 0.30
H 3.900 0.146 5.129 0.37
C -0.677 2.270 -2.098 -0.76
O -0.898 2.890 -0.849 -0.04
C -0.216 4.122 -0.724 -0.12
C -0.853 4.961 0.360 -0.68
O -2.045 5.642 -0.026 -0.45
C -3.207 4.838 -0.178 -0.22
C -3.796 4.346 1.123 -0.99
O -3.052 3.237 1.580 0.05
C -3.208 2.971 2.952 -0.82
H 0.385 2.056 -2.248 0.22
H -1.227 1.331 -2.106 0.29
H -1.042 2.903 -2.918 0.28
H -0.232 4.668 -1.673 0.01
H 0.829 3.917 -0.450 0.37
H -0.151 5.757 0.621 0.47
H -1.020 4.363 1.257 0.19
H -3.021 4.002 -0.855 0.16
H -3.941 5.491 -0.656 0.42
H -4.835 4.029 0.953 0.45
H -3.786 5.155 1.865 0.39
H -2.873 3.820 3.561 0.41
H -2.590 2.107 3.189 0.17
H -4.254 2.735 3.185 0.26
C -4.725 -1.023 2.245 -0.59
O -5.227 -1.252 3.550 -0.27
C -5.848 -0.087 4.055 -0.37
C -6.838 -0.409 5.150 -0.52
O -8.093 -0.874 4.670 -0.47
C -8.132 -2.205 4.177 -0.34
C -8.101 -3.261 5.259 -0.60
O -6.780 -3.459 5.727 -0.18
C -6.743 -4.052 7.002 -0.80
H -3.996 -0.204 2.241 0.19
H -4.234 -1.929 1.899 0.13
H -5.551 -0.794 1.561 0.38
H -6.367 0.440 3.244 0.34
H -5.052 0.561 4.454 0.32
H -7.065 0.521 5.677 0.39
H -6.409 -1.103 5.875 0.19
H -7.347 -2.377 3.438 0.15
H -9.093 -2.287 3.664 0.38
H -8.469 -4.212 4.846 0.41
H -8.756 -2.953 6.084 0.35
H -7.241 -3.415 7.744 0.32
H -5.699 -4.164 7.284 0.24
H -7.218 -5.041 6.993 0.32
C -3.880 8.192 -8.373 -0.78
O -3.589 7.367 -7.271 -0.25
C -3.524 5.996 -7.629 -0.64
C -2.735 5.206 -6.609 -0.26
O -1.328 5.326 -6.753 -0.45
C -0.734 6.539 -6.316 -0.53
C -0.638 6.664 -4.812 -0.31
O -1.880 7.058 -4.261 -0.37
C -1.976 6.732 -2.889 -0.47
H -4.851 7.936 -8.814 0.32
H -3.915 9.220 -8.018 0.23
H -3.100 8.111 -9.140 0.33
H -3.053 5.884 -8.614 0.34
H -4.549 5.602 -7.676 0.42
H -2.946 4.149 -6.778 0.39
H -3.053 5.448 -5.593 0.12
H -1.235 7.407 -6.751 0.19
H 0.283 6.512 -6.712 0.43
H 0.112 7.429 -4.560 0.43
H -0.321 5.702 -4.391 0.16
H -1.898 5.652 -2.741 0.00
H -2.952 7.058 -2.537 0.32
H -1.201 7.240 -2.306 0.36
```

Calculated values
LUMO in eV: 2.05
Largest force on an atom in eV/A: 1.87
Highest occupied orbital energy in eV: -4.2
M in g/mol: 1406.91
Gap between HOMO and LUMO in eV: 6.251
Total charge: -1